Density functional theory data (wB97M-V/def2-TZVPD) for a 2-piece molecular cluster, C3H7ClO2S overall.

```
! RIJCOSX wB97M-V def2-TZVPD def2/J DEFGRID3
* xyz 0 1
C 1.592 -0.854 -0.502
C 0.375 1.214 0.386
C 0.576 -0.244 0.294
O -2.353 -0.884 1.204
O -1.208 -0.718 -0.851
S -2.584 -0.742 -0.231
Cl -3.193 1.324 -0.310
H 2.448 -0.156 -0.364
H 1.853 -1.923 -0.245
H 1.353 -0.805 -1.497
H 0.061 1.618 1.320
H -0.352 1.583 -0.411
H 1.354 1.543 0.168
H 0.079 -0.955 1.039
*
```

Maximum force (eV Å⁻¹): 5.25
Total energy (a.u.): -1127.27998
Energy above the lowest of the compared OMol25 structures with the same formula, charge and spin (kcal per mole): 30.6

---

Density functional theory data (wB97M-V/def2-TZVPD) for C16H11Cl7N3ReS as an isolated structure.

```
! RIJCOSX wB97M-V def2-TZVPD def2/J DEFGRID3
* xyz 3 2
Re 0.247 0.331 0.848
Cl 0.001 2.020 -1.160
C -1.162 3.097 -0.310
Cl -1.410 2.425 1.325
H -2.101 3.091 -0.851
H -0.716 4.082 -0.226
Cl 2.362 1.699 1.254
C 2.912 0.285 0.373
C 1.849 -0.625 0.179
C 2.179 -1.879 -0.391
Cl 0.994 -3.101 -0.493
C 3.471 -2.129 -0.830
Cl 3.869 -3.612 -1.545
C 4.485 -1.143 -0.661
Cl 6.039 -1.443 -1.184
C 4.204 0.100 -0.013
Cl 5.401 1.261 0.268
C -1.164 -0.681 5.771
N -1.854 -1.068 4.527
C -3.142 -1.550 4.454
C -3.415 -1.781 3.156
N -2.273 -1.446 2.428
C -1.339 -0.998 3.302
S 0.235 -0.341 2.987
C -2.162 -1.684 1.030
C -2.934 -2.698 0.496
C -2.984 -2.875 -0.878
C -2.242 -2.032 -1.687
C -1.440 -1.094 -1.082
N -1.369 -0.903 0.260
H -1.852 -0.838 6.596
H -0.887 0.370 5.724
H -0.284 -1.303 5.910
H -3.758 -1.673 5.330
H -4.324 -2.117 2.690
H -3.489 -3.355 1.148
H -3.594 -3.663 -1.301
H -2.252 -2.114 -2.764
H -0.799 -0.466 -1.684
*
```

Maximum force (eV Å⁻¹): 0.11
Total energy (a.u.): -4477.34064
<S²>: 1.200
Energy above the lowest of the compared OMol25 structures with the same formula, charge and spin (kcal per mole): 0.0

---

Q: The lowest energy above the lowest of the compared OMol25 structures with the same formula, charge and spin belongs to which entry?
A: C16H11Cl7N3ReS

---

Q: Look up the maximum force of the second one.
A: 0.11 eV Å⁻¹

---

Q: Look up the maximum force of the first one.
A: 5.25 eV Å⁻¹